1.
The following is a DFT calculation (the ωB97M-V functional and the def2-TZVPD basis) of a single C22H29N3O3 molecule.

CARTESIAN COORDINATES (ANGSTROEM)
1 C 2.4528 3.9369 2.2063
2 C 2.8093 2.4841 2.1109
3 C 3.2200 1.9271 0.9092
4 C 3.5540 0.5828 0.8194
5 C 3.4637 -0.2202 1.9455
6 C 3.0603 0.3265 3.1521
7 C 2.7372 1.6678 3.2351
8 H 2.4206 2.0891 4.1788
9 H 2.9930 -0.3000 4.0291
10 H 3.7060 -1.2708 1.8822
11 C 3.9540 -0.0001 -0.5169
12 C 2.7103 -0.3243 -1.2575
13 N 1.9289 0.4957 -1.8772
14 N 0.8792 -0.2261 -2.3298
15 C 1.0750 -1.4519 -1.9673
16 O 2.2279 -1.5871 -1.2812
17 C 0.1724 -2.6037 -2.2084
18 C -1.2626 -2.1616 -1.9121
19 H -1.4908 -1.2946 -2.5269
20 C -1.3779 -1.8353 -0.4291
21 O -0.6221 -2.3508 0.3800
22 N -2.3375 -0.9651 -0.0477
23 C -2.4851 -0.6940 1.3699
24 H -3.5493 -0.6658 1.6162
25 H -2.0049 -1.5086 1.9166
26 C -1.8370 0.6308 1.8112
27 C -0.3555 0.7444 1.4149
28 H 0.2191 1.1902 2.2271
29 C -0.3879 1.6855 0.2135
30 H -0.5790 1.1356 -0.7071
31 C -1.5772 2.5731 0.5646
32 H -1.2702 3.3770 1.2499
33 O -2.5147 1.7318 1.2129
34 H -2.0696 3.0167 -0.3028
35 H 0.5352 2.2458 0.0945
36 H 0.0731 -0.2273 1.1876
37 H -1.9608 0.6988 2.9024
38 C -3.3057 -0.3361 -0.9246
39 C -4.4337 -1.2769 -1.3081
40 C -5.5388 -0.7751 -2.1879
41 C -4.5747 -1.7971 -2.7068
42 H -4.9246 -2.8084 -2.8496
43 H -3.8579 -1.4788 -3.4483
44 H -6.5516 -1.0787 -1.9731
45 H -5.4594 0.2325 -2.5664
46 H -4.7148 -1.9481 -0.5051
47 H -3.7094 0.5179 -0.3749
48 H -2.8171 0.0538 -1.8213
49 H -1.9640 -2.9634 -2.1474
50 H 0.4660 -3.4162 -1.5430
51 H 0.2610 -2.9321 -3.2464
52 H 4.5262 0.7293 -1.0907
53 H 4.5354 -0.9126 -0.3840
54 H 3.2756 2.5407 0.0215
55 H 2.3583 4.3803 1.2183
56 H 3.2250 4.4777 2.7537
57 H 1.5139 4.0669 2.7418

Output
* SMILES: Cc1cccc(Cc2nnc(CCC(=O)N(CC3CC3)C[C@H]3CCCO3)o2)c1
* HOMO: -8.900 eV
* spin multiplicity: 1
* F_max: 1.42 eV/Å
* electronic energy: -1245.69433 a.u.

***

2.
The following is a DFT calculation (the ωB97M-V functional and the def2-TZVPD basis) of a single C22H29N3O3 molecule.

CARTESIAN COORDINATES (ANGSTROEM)
1 C 5.6811 3.4699 0.5652
2 H 5.6301 4.4780 0.9770
3 O 4.4325 2.8891 0.8652
4 C 4.1857 1.5699 0.6230
5 C 3.0138 1.0961 1.2079
6 C 2.6017 -0.2110 1.0569
7 C 3.3617 -1.0928 0.3039
8 C 4.5267 -0.6309 -0.2908
9 C 4.9589 0.6821 -0.1475
10 O 6.1050 1.1574 -0.7398
11 C 6.9240 0.2617 -1.4470
12 H 7.7805 0.8502 -1.7738
13 H 6.4141 -0.1476 -2.3255
14 H 7.2715 -0.5587 -0.8107
15 H 5.1081 -1.3228 -0.8799
16 C 2.9061 -2.5166 0.1147
17 N 1.5382 -2.5830 -0.3580
18 C 0.5302 -2.8973 0.5142
19 O 0.7612 -3.3603 1.6172
20 N -0.7551 -2.7688 0.0474
21 C -1.1865 -2.0185 -1.1093
22 H -0.4052 -1.9490 -1.8652
23 C -1.6592 -0.6233 -0.6827
24 N -2.7442 -0.7763 0.2683
25 C -3.5509 0.3687 0.4635
26 C -3.4614 1.1428 1.6162
27 C -4.2701 2.2510 1.7786
28 C -5.1641 2.6040 0.7866
29 C -5.2833 1.8356 -0.3639
30 C -4.4900 0.6992 -0.5233
31 C -4.6694 -0.1815 -1.7247
32 H -5.7280 -0.3289 -1.9288
33 H -4.2206 0.2638 -2.6136
34 H -4.2108 -1.1497 -1.5463
35 C -6.2768 2.2250 -1.4181
36 H -6.7224 3.1886 -1.1847
37 H -5.8004 2.2892 -2.3952
38 H -7.0765 1.4871 -1.4845
39 H -5.7836 3.4808 0.9079
40 H -4.1910 2.8477 2.6755
41 H -2.7504 0.8860 2.3861
42 C -2.2937 -1.4895 1.4470
43 H -3.1262 -1.5752 2.1469
44 C -1.8257 -2.8840 1.0192
45 H -1.4440 -3.4389 1.8761
46 H -2.6554 -3.4309 0.5622
47 H -1.4515 -0.9843 1.9499
48 H -2.0079 -0.0587 -1.5472
49 H -0.8088 -0.0775 -0.2333
50 H -2.0320 -2.5581 -1.5513
51 H 1.3398 -2.0120 -1.1618
52 H 3.5556 -3.0373 -0.5964
53 H 2.9210 -3.0526 1.0689
54 H 1.6987 -0.5553 1.5373
55 H 2.4391 1.7960 1.7936
56 H 6.5025 2.9266 1.0378
57 H 5.8571 3.5248 -0.5109

Output
* SMILES: COc1ccc(CNC(=O)N2CCN(c3cccc(C)c3C)CC2)cc1OC
* HOMO: -7.975 eV
* spin multiplicity: 1
* F_max: 0.50 eV/Å
* electronic energy: -1245.70909 a.u.

***

3.
The following is a DFT calculation (the ωB97M-V functional and the def2-TZVPD basis) of a single C22H29N3O3S molecule.

CARTESIAN COORDINATES (ANGSTROEM)
1 C -2.0226 -3.6886 1.7456
2 H -0.9550 -3.6609 1.9497
3 H -2.2048 -4.3779 0.9239
4 H -2.5241 -4.0664 2.6333
5 C -2.5467 -2.2925 1.4017
6 C -2.2555 -1.3281 2.5192
7 C -3.2416 -1.0283 3.4473
8 C -2.9751 -0.1944 4.5172
9 C -1.7170 0.3589 4.6582
10 C -0.7073 0.0909 3.7432
11 C -0.9845 -0.7667 2.6774
12 N 0.0138 -1.0798 1.7194
13 C 1.1322 -1.8022 1.9425
14 O 1.5378 -2.1498 3.0294
15 C 1.8455 -2.1828 0.6414
16 N 1.5756 -1.2291 -0.4192
17 C 1.8244 -1.7713 -1.7462
18 C 1.3984 -0.7473 -2.7966
19 N 2.1314 0.4739 -2.5812
20 S 2.1907 1.5462 -3.8549
21 O 3.0313 2.6307 -3.4468
22 O 2.5332 0.7881 -5.0203
23 C 0.5058 2.1374 -4.0182
24 C -0.3681 1.4613 -4.8470
25 C -1.6861 1.8813 -4.9261
26 C -2.1114 2.9648 -4.1728
27 C -1.2243 3.6370 -3.3462
28 C 0.0948 3.2203 -3.2658
29 H 0.8167 3.7310 -2.6484
30 H -1.5586 4.4852 -2.7684
31 H -3.1386 3.2918 -4.2359
32 H -2.3787 1.3672 -5.5752
33 H 0.0028 0.6336 -5.4304
34 C 1.9170 1.0272 -1.2681
35 C 2.3471 -0.0075 -0.2329
36 H 2.1660 0.3727 0.7736
37 H 3.4259 -0.1992 -0.3488
38 H 2.5229 1.9295 -1.1924
39 H 0.8550 1.2825 -1.1161
40 H 1.6396 -1.0978 -3.7998
41 H 0.3124 -0.5735 -2.7183
42 H 1.2371 -2.6843 -1.8693
43 H 2.8896 -2.0103 -1.8931
44 H 1.4545 -3.1619 0.3466
45 H 2.9182 -2.3040 0.8541
46 H -0.2161 -0.9531 0.7406
47 C 0.6236 0.7741 3.8804
48 H 0.7433 1.1214 4.9079
49 C 0.7103 1.9748 2.9354
50 H -0.0559 2.7060 3.1856
51 H 1.6840 2.4524 3.0171
52 H 0.5600 1.6667 1.9027
53 H 1.4301 0.0726 3.6722
54 H -1.5094 1.0156 5.4904
55 H -3.7480 0.0244 5.2386
56 H -4.2242 -1.4629 3.3327
57 H -2.0916 -1.9538 0.4671
58 H -3.6259 -2.3453 1.2443

Output
* SMILES: CCc1cccc(CC)c1NC(=O)CN1CCN(S(=O)(=O)c2ccccc2)CC1
* HOMO: -8.853 eV
* spin multiplicity: 1
* F_max: 0.97 eV/Å
* electronic energy: -1643.92294 a.u.